Entry P
Entry from the OMol25 dataset: C7H18N2O in the gas phase (wB97M-V/def2-TZVPD).

Cartesian coordinates (Å):
1 C 1.8899 -0.8891 1.5294
2 C 0.7584 0.1070 1.6656
3 C -0.5830 -0.1065 0.6594
4 C -1.3221 -1.4265 0.8261
5 O -1.4356 0.9594 1.0954
6 C -0.1174 0.1587 -0.8057
7 C -1.2764 0.6739 -1.6840
8 C 0.4585 -1.0861 -1.4867
9 N 0.9863 1.1363 -0.6878
10 N 0.6628 2.4960 -0.4465
11 H 2.4709 -0.6979 0.6310
12 H 1.5241 -1.9131 1.5116
13 H 2.5616 -0.7827 2.3824
14 H 0.2606 0.0019 2.6294
15 H 1.1521 1.1204 1.6933
16 H -0.6655 -2.2757 0.6634
17 H -1.7041 -1.4910 1.8448
18 H -2.1679 -1.5014 0.1348
19 H -2.3377 0.7763 0.8051
20 H -2.0432 -0.0928 -1.7777
21 H -1.7385 1.5668 -1.2664
22 H -0.9069 0.9185 -2.6806
23 H -0.3149 -1.8344 -1.6364
24 H 0.8650 -0.8104 -2.4604
25 H 1.2560 -1.5307 -0.9034
26 H 1.5729 1.1131 -1.5178
27 H 0.0276 2.8669 -1.1578
28 H 0.1668 2.5431 0.4397

The value obtained for the HOMO energy is -8.49 eV. Its structure (SMILES) is CC[C@@](C)(O)C(C)(C)NN. The spin multiplicity is 1. Its net charge is 0. The value obtained for the HOMO-LUMO gap is 9.263 eV.

---

Entry Q
Entry from the OMol25 dataset: a 2-piece molecular cluster, C7H18N2O overall (wB97M-V/def2-TZVPD).

Cartesian coordinates (Å):
1 C -1.6073 -1.3866 -1.5029
2 C -1.4501 -1.1188 -0.0300
3 O -2.3336 -0.7130 0.6990
4 N -0.2147 -1.5688 0.5523
5 C 0.6489 -2.5322 -0.1121
6 N -0.1849 -1.7062 1.9665
7 H -0.7539 -1.0283 -2.0733
8 H -1.7083 -2.4582 -1.6746
9 H -2.5093 -0.8895 -1.8481
10 H 1.0516 -2.1030 -1.0305
11 H 1.4710 -2.7676 0.5593
12 H 0.1235 -3.4581 -0.3551
13 H -1.1506 -1.7713 2.2899
14 H 0.1954 -0.8362 2.3387
15 C -0.1141 2.4645 1.0419
16 C 0.4078 1.3747 0.1114
17 C 1.9262 1.2351 0.2546
18 C 0.0452 1.7075 -1.3316
19 H 0.3345 3.4281 0.7863
20 H 0.1515 2.2743 2.0825
21 H -1.1928 2.5881 0.9513
22 H 0.0534 0.2832 0.5373
23 H 2.2854 0.3957 -0.3425
24 H 2.4373 2.1467 -0.0633
25 H 2.2089 1.0452 1.2914
26 H 0.5083 2.6496 -1.6351
27 H -1.0322 1.8128 -1.4541
28 H 0.4027 0.9323 -2.0092

The value obtained for the HOMO energy is -8.98 eV. Its structure (SMILES) is CC(=O)N(C)N.CC(C)C. The spin multiplicity is 1. Its net charge is 0. The value obtained for the HOMO-LUMO gap is 9.782 eV.

---

Entry R
Entry from the OMol25 dataset: a 2-piece molecular cluster, C7H18N2O overall (wB97M-V/def2-TZVPD).

Cartesian coordinates (Å):
1 C 1.0991 -0.4682 2.4953
2 C 1.6080 -1.2053 1.2635
3 C 1.5539 -0.3824 -0.0090
4 C 1.7388 -1.1690 -1.2843
5 O 1.6859 0.8403 0.0096
6 H 0.0334 -0.2693 2.4110
7 H 1.6224 0.4780 2.6081
8 H 1.2573 -1.0673 3.3909
9 H 1.0588 -2.1351 1.1121
10 H 2.6598 -1.4672 1.4035
11 H 0.9156 -1.8531 -1.4362
12 H 2.6637 -1.7759 -1.2019
13 H 1.8344 -0.5043 -2.1500
14 C -1.7913 -0.7434 -1.7426
15 C -1.4556 -0.2249 -0.3549
16 N -1.4917 1.4670 -0.4688
17 C -1.3655 2.0685 0.8449
18 N -0.5510 2.0051 -1.3050
19 H -1.9463 -1.8226 -1.7361
20 H -1.0137 -0.4972 -2.4704
21 H -2.7085 -0.2721 -2.0930
22 H -2.3149 -0.3329 0.3070
23 H -0.7305 -0.8614 0.1621
24 H -1.5396 3.1370 0.7332
25 H -2.1414 1.6693 1.4938
26 H -0.3727 1.9129 1.2771
27 H -0.7308 1.7109 -2.2598
28 H 0.4225 1.7629 -1.0001

The value obtained for the HOMO energy is -7.93 eV. Its structure (SMILES) is CCC(C)=O.CCN(C)N. The spin multiplicity is 1. Its net charge is 0. The value obtained for the HOMO-LUMO gap is 8.610 eV.

---

Going by the energies, entry Q is most stable and the next is 15.0 kJ/mol up.

---

Entry P
Entry from the OMol25 dataset: a 3-piece molecular cluster, C4H15NO3 overall (wB97M-V/def2-TZVPD).

Cartesian coordinates (Å):
1 C -1.4443 -1.1377 -0.4859
2 N -0.0751 -0.4255 -0.2447
3 C -0.3240 1.0211 0.2740
4 C 0.9899 1.5496 0.8347
5 C -1.6117 1.1649 1.1667
6 O -1.5109 2.0328 2.2425
7 H -2.2187 -0.7462 -1.0708
8 H -1.8952 -1.7583 0.2580
9 H -1.0068 -1.9831 -1.3303
10 H 0.3630 -0.9110 0.5878
11 H -0.5326 1.4740 -0.7666
12 H 1.6942 1.0055 0.2513
13 H 1.1961 1.3693 1.8238
14 H 0.9153 2.7040 0.6545
15 H -2.4494 1.4825 0.5101
16 H -1.9500 0.1336 1.4495
17 H -0.5798 2.2132 2.4633
18 O 2.2346 -3.3387 0.2415
19 H 2.4315 -2.9670 0.9917
20 H 2.3637 -2.6010 -0.4486
21 O 1.4383 -0.2603 -2.8849
22 H 1.4308 -0.1143 -3.9361
23 H 0.5411 0.0924 -2.5816

The value obtained for the HOMO energy is -9.45 eV. Its structure (SMILES) is CN[C@H](C)CO.O.O. The spin multiplicity is 1. Its net charge is 0. The value obtained for the HOMO-LUMO gap is 10.015 eV.

---

Entry Q
Entry from the OMol25 dataset: a 4-piece molecular cluster, C4H15NO3 overall (wB97M-V/def2-TZVPD).

Cartesian coordinates (Å):
1 C 0.8169 -3.3217 1.4953
2 C -0.0733 -2.3459 1.6316
3 C 0.0976 -0.9114 1.2548
4 C 0.8434 -0.5171 -0.0340
5 N -0.0779 0.0272 -1.0184
6 H 1.7184 -3.1164 0.9380
7 H 0.7648 -4.3063 1.9144
8 H -1.0583 -2.6588 2.0011
9 H -0.9244 -0.4561 1.3422
10 H 0.7093 -0.3875 2.0259
11 H 1.2283 -1.4147 -0.5612
12 H 1.7888 0.0152 0.1945
13 H 0.1954 0.1183 -1.9783
14 H -0.9236 0.5112 -0.7386
15 O -2.0689 -2.4302 -1.7922
16 H -2.5758 -3.0209 -1.2299
17 H -1.8130 -1.6501 -1.2962
18 O -0.5558 5.6496 -0.1720
19 H -0.8064 6.1126 0.6369
20 H 0.3353 5.9860 -0.3253
21 O 0.7811 2.6790 -1.7930
22 H 0.8969 1.9345 -1.1828
23 H 0.7010 3.5033 -1.3127

The value obtained for the HOMO energy is -9.08 eV. Its structure (SMILES) is C=CCCN.O.O.O. The spin multiplicity is 1. Its net charge is 0. The value obtained for the HOMO-LUMO gap is 9.656 eV.

---

Entry R
Entry from the OMol25 dataset: a 4-piece molecular cluster, C4H15NO3 overall (wB97M-V/def2-TZVPD).

Cartesian coordinates (Å):
1 C -1.0097 0.1789 0.2736
2 C 0.2026 0.3287 -0.2669
3 C 1.0259 -0.8089 -0.8643
4 N 0.8089 1.5812 -0.3109
5 C 2.1932 1.7631 0.0976
6 H -1.5955 -0.7265 0.2312
7 H -1.5948 1.0505 0.5331
8 H 1.3194 -1.5326 -0.1109
9 H 1.8621 -0.3432 -1.3885
10 H 0.4272 -1.3003 -1.6117
11 H 0.1704 2.3511 -0.1856
12 H 2.7573 2.2396 -0.7036
13 H 2.6227 0.7954 0.3144
14 H 2.2840 2.3761 0.9982
15 O -0.9496 -3.3910 -0.7698
16 H -0.6102 -3.8358 0.0194
17 H -1.8162 -3.0972 -0.4687
18 O -0.3177 -2.5665 1.9999
19 H 0.5889 -2.5750 2.3212
20 H -0.3788 -1.7602 1.4639
21 O -2.8976 3.2714 -0.7699
22 H -1.9366 3.2416 -0.8043
23 H -3.1558 2.7596 0.0027

The value obtained for the HOMO energy is -8.36 eV. Its structure (SMILES) is C=C(C)NC.O.O.O. The spin multiplicity is 1. Its net charge is 0. The value obtained for the HOMO-LUMO gap is 8.948 eV.

---

Going by the energies, entry R is most stable and the next is 54.0 kJ/mol up.

---

Entry P
Entry from the OMol25 dataset: a 3-piece molecular cluster, C4H15NO3 overall (wB97M-V/def2-TZVPD).

Cartesian coordinates (Å):
1 C -0.2515 0.2129 -1.8445
2 C -0.6059 -0.2813 -0.4279
3 C -1.9874 0.1776 0.0204
4 N 0.4794 0.0989 0.5229
5 C 0.6962 1.5162 0.7522
6 O 1.6235 1.6974 1.7905
7 H -0.4064 1.2796 -1.9706
8 H 0.7725 -0.1039 -2.0279
9 H -0.8475 -0.3339 -2.5842
10 H -0.6274 -1.3735 -0.4411
11 H -2.2227 -0.1857 1.0222
12 H -2.0438 1.2654 0.0302
13 H -2.7382 -0.2451 -0.6462
14 H 1.2847 -0.4477 0.2536
15 H 1.0781 2.0022 -0.1534
16 H -0.2852 1.9205 1.0053
17 H 1.1493 2.0050 2.5673
18 O 2.3390 -2.0009 -2.1585
19 H 2.0983 -2.4619 -2.9805
20 H 2.0129 -2.6898 -1.5597
21 O -0.8606 -0.5473 3.0714
22 H -0.4615 -0.4843 2.1807
23 H -0.1960 -1.0206 3.5778

The value obtained for the HOMO energy is -9.04 eV. Its structure (SMILES) is CC(C)NCO.O.O. The spin multiplicity is 1. Its net charge is 0. The value obtained for the HOMO-LUMO gap is 9.563 eV.

---

Entry Q
Entry from the OMol25 dataset: a 3-piece molecular cluster, C4H15NO3 overall (wB97M-V/def2-TZVPD).

Cartesian coordinates (Å):
1 C -1.3566 -0.7116 -0.0180
2 N -0.3290 0.2028 0.4750
3 C -0.0860 -0.0462 1.8837
4 C -0.8472 1.6129 0.4219
5 C -0.6057 2.2426 -0.9588
6 O 0.7572 2.5792 -1.0672
7 H -0.8852 -1.6440 -0.4433
8 H -2.0521 -1.0651 0.7659
9 H -1.9186 -0.2655 -0.8253
10 H -0.9954 0.2058 2.5190
11 H 0.7229 0.4553 2.4099
12 H -0.0534 -1.0703 2.2859
13 H -0.1577 2.1810 1.0794
14 H -1.8826 1.7291 0.7499
15 H -1.2681 3.0692 -1.1145
16 H -0.8730 1.4295 -1.6905
17 H 1.2406 1.7604 -0.9141
18 O 1.0102 -2.1144 -2.1662
19 H 1.2813 -2.7127 -1.4653
20 H 0.7451 -2.6554 -2.9208
21 O 1.1153 -2.6552 1.3780
22 H 1.5968 -2.6908 2.2124
23 H 1.3038 -1.7601 1.0637

The value obtained for the HOMO energy is -9.05 eV. Its structure (SMILES) is CN(C)CCO.O.O. The spin multiplicity is 1. Its net charge is 0. The value obtained for the HOMO-LUMO gap is 9.703 eV.

---

Going by the energies, entry P is most stable and the next is 109.0 kJ/mol up.

---

Entry P
Entry from the OMol25 dataset: C4H7NSi as an isolated structure (wB97M-V/def2-TZVPD).

Cartesian coordinates (Å):
1 C 0.1210 1.2004 0.8453
2 C -0.0658 0.2703 -0.0573
3 C -0.2080 -0.8113 0.9408
4 C 0.1411 0.2035 2.0244
5 N -0.6280 -2.0104 0.8975
6 Si 0.0764 0.2105 -2.8990
7 H 0.5703 2.2570 0.6999
8 H 0.9920 -0.1211 2.5566
9 H -0.6055 0.5418 2.8499
10 H -0.7784 -2.4626 1.7184
11 H 1.4163 0.6488 -2.8998
12 H -0.9902 1.2559 -3.4875
13 H -0.0410 -1.1826 -3.1890

The value obtained for the HOMO energy is -8.49 eV. The spin multiplicity is 1. Its net charge is 0. The value obtained for the HOMO-LUMO gap is 8.207 eV.

---

Entry Q
Entry from the OMol25 dataset: C4H7NSi as an isolated structure (wB97M-V/def2-TZVPD).

Cartesian coordinates (Å):
1 C 2.6376 0.2742 -0.3796
2 C 2.3524 -0.9203 0.2015
3 C 0.8700 -0.4646 0.2387
4 C 1.2839 0.9252 -0.1853
5 N -0.3262 -0.9126 0.2978
6 Si -2.8401 -0.1816 0.1548
7 H 3.5003 0.6854 -0.8765
8 H 1.2405 1.6680 0.6166
9 H 0.7559 1.3170 -1.0647
10 H -0.4078 -1.9034 0.5009
11 H -3.0365 -0.2750 1.5877
12 H -3.1692 -1.3426 -0.6456
13 H -2.8608 1.1302 -0.4463

The value obtained for the HOMO energy (alpha / beta) is -6.25 / -6.26 eV. The spin multiplicity is 1. Its net charge is 0. The value obtained for the HOMO-LUMO gap (alpha / beta) is 4.503 / 4.505 eV.

---

Going by the energies, entry P is most stable and the next is 91.5 kJ/mol up.

---

Entry P
Entry from the OMol25 dataset: C17H22N2O4 in the gas phase (wB97M-V/def2-TZVPD).

Cartesian coordinates (Å):
1 C -1.8138 -4.1781 1.2997
2 O -1.6821 -2.7516 1.4279
3 C -2.3851 -1.9874 0.5369
4 O -3.2340 -2.4209 -0.2708
5 C -2.1062 -0.4620 0.5441
6 C -3.3366 0.2261 1.0467
7 C -3.0152 1.6789 1.5443
8 C -2.1666 1.6977 2.8685
9 C -4.3558 2.4169 1.7127
10 N -1.7838 0.0988 -0.7940
11 C -0.4996 0.1257 -1.2715
12 N 0.4549 0.3094 -0.3988
13 C 1.7464 0.2879 -0.8163
14 C 2.7182 0.4388 0.1840
15 C 4.0625 0.4523 -0.0943
16 C 5.0663 0.7260 0.9641
17 C 4.4393 0.2424 -1.4360
18 C 3.4718 0.0450 -2.4968
19 C 3.9524 -0.1329 -3.9204
20 C 2.1036 0.0873 -2.1519
21 C 0.9295 -0.0716 -3.0951
22 O 1.1863 -0.3365 -4.2484
23 O -0.3615 -0.0452 -2.6200
24 H -2.7756 -4.5637 1.6561
25 H -1.7014 -4.4733 0.2376
26 H -1.0185 -4.7213 1.7636
27 H -1.2660 -0.2789 1.2413
28 H -3.8133 -0.3888 1.8166
29 H -4.0933 0.2652 0.2489
30 H -2.5003 2.1993 0.7592
31 H -1.1157 1.4864 2.6134
32 H -2.2826 2.7017 3.3118
33 H -2.4954 1.0192 3.6536
34 H -4.8394 2.0232 2.5893
35 H -4.9856 2.3009 0.8119
36 H -4.2108 3.4786 1.8330
37 H -2.4590 -0.1292 -1.5146
38 H 2.3646 0.5807 1.2015
39 H 5.9715 0.1482 0.7642
40 H 4.6641 0.4108 1.9385
41 H 5.3534 1.8104 1.0065
42 H 5.5218 0.2651 -1.6246
43 H 5.0638 -0.1477 -3.9453
44 H 3.5607 0.6665 -4.5596
45 H 3.6664 -1.1003 -4.3176

The value obtained for the HOMO energy is -8.14 eV. Its structure (SMILES) is COC(=O)[C@H](CC(C)C)Nc1nc2cc(C)cc(C)c2c(=O)o1. The spin multiplicity is 1. Its net charge is 0. The value obtained for the HOMO-LUMO gap is 8.789 eV.

---

Entry Q
Entry from the OMol25 dataset: C17H22N2O4 in the gas phase (wB97M-V/def2-TZVPD).

Cartesian coordinates (Å):
1 C 3.4569 1.4808 1.5953
2 C 2.9490 0.4511 2.5945
3 O 2.0360 -0.4579 1.9773
4 C 2.5587 -1.5386 1.3718
5 O 3.7302 -1.8111 1.3767
6 C 1.4779 -2.3041 0.6581
7 C 1.7827 -3.7955 0.5295
8 C 0.7053 -4.4694 -0.3189
9 C 0.5525 -3.7527 -1.6675
10 N 0.3150 -2.3258 -1.5500
11 C -1.0406 -1.9881 -1.1252
12 C -1.2034 -0.5057 -1.0495
13 C -1.3981 0.1501 0.0889
14 C -1.4179 1.6061 0.2140
15 C -0.6015 2.2038 1.1748
16 C -0.4917 3.5782 1.2656
17 C -1.1941 4.3980 0.3933
18 C -2.0230 3.8319 -0.5548
19 C -2.1439 2.4494 -0.6320
20 N -3.1013 1.9233 -1.5721
21 O -3.7532 0.9579 -1.2385
22 O -3.2211 2.5116 -2.6260
23 C 1.3549 -1.7054 -0.7666
24 H 2.6235 2.0108 1.1389
25 H 4.0286 0.9857 0.8141
26 H 4.0996 2.1950 2.1019
27 H 2.3850 0.9262 3.4006
28 H 3.7857 -0.1179 3.0119
29 H 0.5368 -2.1411 1.1894
30 H 2.7608 -3.9124 0.0586
31 H 1.8305 -4.2580 1.5176
32 H 0.9676 -5.5131 -0.4955
33 H -0.2461 -4.4525 0.2175
34 H -0.2665 -4.1941 -2.2396
35 H 1.4753 -3.8752 -2.2435
36 H -1.3138 -2.4340 -0.1564
37 H -1.7195 -2.3862 -1.8863
38 H -1.0870 0.0218 -1.9868
39 H -1.4537 -0.3914 1.0242
40 H -0.0336 1.5658 1.8358
41 H 0.1491 4.0162 2.0162
42 H -1.1029 5.4707 0.4596
43 H -2.5983 4.4424 -1.2344
44 H 1.1634 -0.6322 -0.7050
45 H 2.3035 -1.8600 -1.2897

The value obtained for the HOMO energy is -8.51 eV. Its structure (SMILES) is CCOC(=O)[C@@H]1CCCN(C/C=C/c2ccccc2[N+](=O)[O-])C1. The spin multiplicity is 1. Its net charge is 0. The value obtained for the HOMO-LUMO gap is 8.186 eV.

---

Going by the energies, entry P is most stable and the next is 319.2 kJ/mol up.

---

Entry P
Entry from the OMol25 dataset: an isolated ion of composition C3H9N2OS and charge -1 (wB97M-V/def2-TZVPD).

Cartesian coordinates (Å):
1 C -0.1019 -1.7611 0.0836
2 C 1.1817 -0.0415 1.1831
3 C 0.3032 2.0032 -1.3240
4 N 0.5160 -0.4675 -0.0146
5 N -2.4158 -0.1137 0.0621
6 O -3.1176 -0.9484 -0.6475
7 S -1.0757 0.7123 -0.1542
8 H -0.8609 -1.7042 -0.7551
9 H 0.6161 -2.6029 0.0144
10 H -0.6088 -1.9801 1.1021
11 H 1.0814 -0.7098 2.1067
12 H 2.2967 0.1498 1.0347
13 H 0.7296 0.9657 1.4899
14 H 1.1957 1.4375 -1.2364
15 H 0.2969 2.8039 -0.6133
16 H -0.0366 2.2569 -2.3314

The value obtained for the HOMO energy (alpha / beta) is -2.52 / -2.37 eV. The spin multiplicity is 1. Its net charge is -1. The value obtained for the HOMO-LUMO gap (alpha / beta) is 6.481 / 6.422 eV.

---

Entry Q
Entry from the OMol25 dataset: an isolated ion of composition C3H9N2OS and charge -1 (wB97M-V/def2-TZVPD).

Cartesian coordinates (Å):
1 C 1.0108 0.3761 1.5430
2 N 0.6136 0.9004 0.2878
3 C 1.5903 1.6138 -0.4902
4 S 0.1776 -0.6703 -1.0887
5 N -1.0259 -1.6189 -0.6020
6 C -2.3755 -1.0873 -0.7836
7 O -0.8214 -2.5811 0.2953
8 H 0.1606 0.1627 2.2058
9 H 1.5154 -0.6641 1.5186
10 H 1.6773 1.0630 2.1423
11 H 1.2750 1.8210 -1.4580
12 H 1.9148 2.5111 0.0054
13 H 2.4388 0.9963 -0.8799
14 H -2.9408 -1.8647 -1.2469
15 H -2.9280 -0.7136 0.1166
16 H -2.2826 -0.2445 -1.5656

The value obtained for the HOMO energy (alpha / beta) is -2.23 / -2.23 eV. Its structure (SMILES) is CN(C)SN(C)[O-]. The spin multiplicity is 1. Its net charge is -1. The value obtained for the HOMO-LUMO gap (alpha / beta) is 6.036 / 6.037 eV.

---

Going by the energies, entry Q is most stable and the next is 200.3 kJ/mol up.